(1)
Here is a structure of composition C23H23Br4KN7O3S in a non-equilibrium geometry from the OMol25 dataset. Energies are from wB97M-V/def2-TZVPD.

Properties
Total charge   -1
Multiplicity   1
Orbital gap   0.1950 Eh
Lowest unoccupied orbital energy   2.01 eV

Element x y z (Å)
K1 -0.240176 -0.611314 -0.020276
C1 4.046428 -2.719846 1.028259
C2 3.009877 -1.638250 0.900766
N1 1.795082 -1.732301 1.250672
N2 1.324686 -2.908344 1.756986
C3 0.016638 -3.015884 2.203773
N3 -0.470084 -4.272856 2.111372
S1 -0.790326 -1.780911 2.965774
C4 3.396767 -0.423535 0.094763
C5 4.273084 0.546237 0.560391
C6 4.590359 1.596923 -0.279794
C7 4.036738 1.633979 -1.552046
C8 3.191774 0.604698 -1.934696
N4 2.876456 -0.409046 -1.133612
H1 3.962796 -3.246381 1.981663
H2 5.046075 -2.296744 0.949058
H3 3.933523 -3.448804 0.219183
H4 1.824732 -3.760796 1.544358
H5 -0.202514 -4.799949 1.291894
H6 -1.454183 -4.343928 2.325019
H7 4.662879 0.492504 1.567279
H8 5.253693 2.383916 0.056537
H9 4.250820 2.445796 -2.234834
H10 2.742429 0.584341 -2.921033
O1 -0.163258 -1.250924 -2.586798
C9 -1.006933 -0.233388 -3.077412
C10 -0.535525 1.184794 -2.779075
C11 -0.880825 2.230846 -3.637217
C12 -0.494797 3.521140 -3.338477
C13 0.254491 3.748886 -2.193724
C14 0.568217 2.656631 -1.407061
N5 0.185155 1.413126 -1.680777
H11 -0.657838 -1.770456 -1.897720
H12 -2.008424 -0.304357 -2.640021
H13 -1.120256 -0.345329 -4.161697
H14 -1.448976 2.016987 -4.534335
H15 -0.769387 4.340786 -3.991293
H16 0.590245 4.741745 -1.923598
H17 1.170102 2.771654 -0.510724
Br1 -6.110609 -4.457359 0.848875
C15 -4.959054 -3.020655 0.398976
C16 -5.401004 -1.718934 0.445106
Br2 -7.193361 -1.325451 0.913468
C17 -4.504262 -0.675410 0.150420
Br3 -5.066581 1.137995 0.165133
C18 -3.142384 -0.872141 -0.131689
O2 -2.358197 0.119709 -0.353143
C19 -2.660395 -2.287992 -0.207283
O3 -1.414739 -2.574879 -0.485416
C20 -3.614409 -3.271215 0.048252
Br4 -2.998170 -5.072152 -0.141338
C21 -1.173736 2.111086 3.272377
N6 -0.148636 2.830183 2.513786
C22 -0.618391 3.747299 1.484024
C23 1.044604 2.260797 2.391831
N7 2.057927 1.720883 2.235590
H18 -1.726567 2.816858 3.893567
H19 -0.696145 1.370479 3.908868
H20 -1.865519 1.597882 2.598312
H21 -1.216728 4.530675 1.951212
H22 -1.226744 3.226023 0.739027
H23 0.233555 4.204644 0.988494

Cartesian forces (eV/Å) of the 6 atoms listed first:
2.2088 0.9285 1.2007
-0.0515 -0.0604 0.1351
0.3028 -0.0453 -0.2964
-0.0884 0.0640 0.3330
0.0478 -0.0624 -0.0680
0.3058 0.3486 0.4758

***

(2)
Here is a structure of composition C23H23Cl2MnN4O4 from the OMol25 dataset. Energies are from wB97M-V/def2-TZVPD.

Properties
Total charge   +1
Multiplicity   4
Orbital gap (alpha / beta)   0.2160 / 0.2325 Eh
Lowest unoccupied orbital energy (alpha / beta)   -4.77 / -4.41 eV

Element x y z (Å)
Mn1 0.313132 0.296270 -0.147288
Cl1 0.648393 -6.408711 -1.028054
C1 0.061740 -4.837387 -0.642804
C2 0.899163 -3.746372 -0.825196
C3 0.447926 -2.483800 -0.488396
N1 1.212716 -1.294673 -0.638890
C4 1.819568 -1.117783 -1.912003
O1 2.814279 -1.652341 -2.296320
C5 0.951668 -0.248057 -2.793417
C6 1.046332 -0.208008 -4.164959
C7 0.103534 0.535756 -4.867117
C8 -0.889083 1.208850 -4.172961
C9 -0.909954 1.140711 -2.790364
N2 -0.006277 0.419362 -2.130593
C10 -0.857743 -2.289730 -0.040799
C11 -1.695313 -3.382724 0.144565
C12 -1.225885 -4.654828 -0.147164
Cl2 -2.274377 -5.998966 0.097106
N3 -1.172727 -0.925827 0.108652
C13 -2.390613 -0.433296 0.456341
O2 -3.428066 -1.038993 0.623903
C14 -2.311042 1.055283 0.706844
C15 -3.388998 1.767661 1.187348
C16 -3.205100 3.106179 1.506593
C17 -1.948602 3.676071 1.353004
C18 -0.915837 2.897647 0.863950
N4 -1.103486 1.616292 0.532501
H1 1.907329 -3.886283 -1.191816
H2 1.837191 -0.760557 -4.652829
H3 0.143078 0.584602 -5.946937
H4 -1.644913 1.784555 -4.686836
H5 -1.651029 1.663632 -2.200139
H6 -2.708572 -3.246368 0.485281
H7 -4.332641 1.255362 1.313765
H8 -4.028862 3.695496 1.886636
H9 -1.762871 4.708310 1.612473
H10 0.084809 3.284369 0.739170
C19 3.368622 0.153351 1.423623
C20 2.243487 -0.393331 2.262783
O3 0.906935 0.055775 1.868660
C21 -0.044572 -0.293511 2.909983
C22 -0.181088 0.820586 3.922983
H11 4.291729 -0.234198 1.858023
H12 3.405121 1.239996 1.448023
H13 3.319632 -0.178436 0.391369
H14 2.372608 -0.077703 3.298169
H15 2.231912 -1.485765 2.235741
H16 0.290595 -1.222310 3.372453
H17 -0.996314 -0.502390 2.429353
H18 0.777228 1.088741 4.366658
H19 -0.841118 0.494442 4.727640
H20 -0.613042 1.713783 3.470136
C23 1.804247 2.582659 -1.200627
O4 1.637221 1.479036 -0.344838
H21 2.496282 2.339556 -2.012392
H22 2.232124 3.414109 -0.636380
H23 0.859524 2.923903 -1.644615

Cartesian forces (eV/Å) of the 6 atoms listed first:
0.0793 -0.7448 0.4215
0.0369 0.0078 -0.0197
-0.0251 -0.0402 -0.0021
0.2402 0.0940 0.1312
-0.0881 -0.1566 -0.1999
0.2374 0.6250 -0.2254

***

(3)
Here is a structure of composition C23H23FN6O3S from the OMol25 dataset. Energies are from wB97M-V/def2-TZVPD.

Properties
Total charge   0
Multiplicity   1
Orbital gap   0.2980 Eh
Lowest unoccupied orbital energy   -0.18 eV

Element x y z (Å)
N1 7.521070 1.130338 0.489897
C1 6.812144 0.257151 -0.250002
O1 7.318061 -0.536182 -1.027327
C2 5.352049 0.335430 -0.038439
N2 4.826441 1.168676 0.832112
S1 3.214302 1.060182 0.894884
C3 3.115811 -0.191886 -0.308879
C4 4.415221 -0.497382 -0.733166
N3 4.756166 -1.400361 -1.652774
H1 4.031438 -2.004382 -2.012145
H2 5.742610 -1.545860 -1.817809
C5 1.949123 -0.929831 -0.749420
O2 2.067895 -1.919799 -1.464420
N4 0.717691 -0.545663 -0.286236
C6 0.445165 0.728489 0.263895
C7 0.640169 1.869496 -0.511859
C8 0.339022 3.117330 -0.003073
C9 -0.164365 3.208492 1.282944
C10 -0.374811 2.089505 2.067843
C11 -0.069736 0.844414 1.550889
H3 -0.225436 -0.038634 2.151187
H4 -0.770063 2.199458 3.064998
F1 -0.467667 4.421016 1.783305
H5 0.477377 4.010340 -0.590871
H6 1.017204 1.766251 -1.517542
C12 -0.418064 -1.382782 -0.657939
C13 -0.674543 -2.501551 0.316776
C14 0.112664 -2.720731 1.440689
C15 -0.198716 -3.785459 2.273614
N5 -1.209005 -4.608562 2.061801
C16 -1.949932 -4.412067 0.983747
C17 -1.728482 -3.384238 0.083607
H7 -2.356167 -3.267189 -0.786802
H8 -2.759109 -5.115171 0.838060
H9 0.392115 -3.987491 3.157371
H10 0.961979 -2.090976 1.656925
H11 -0.157182 -1.835888 -1.627302
C18 -1.631385 -0.458628 -0.909025
O3 -1.719768 0.174727 -1.936323
N6 -2.512181 -0.405932 0.106768
H12 -2.336908 -0.977748 0.917118
C19 -3.713239 0.415467 0.116771
C20 -3.398026 1.922296 0.042970
H13 -2.441848 2.056599 -0.461286
H14 -3.337733 2.377272 1.030500
C21 -4.510845 2.506363 -0.821346
H15 -5.423083 2.627243 -0.233897
H16 -4.239434 3.471241 -1.244928
C22 -4.703598 1.427374 -1.881371
H17 -5.635006 1.535149 -2.434281
H18 -3.868186 1.452758 -2.579958
C23 -4.651395 0.127905 -1.077572
H19 -4.279225 -0.701587 -1.675259
H20 -5.643803 -0.133721 -0.709420
H21 -4.221452 0.181230 1.055236
H22 7.040594 1.751189 1.117969
H23 8.524082 1.146312 0.418802

Cartesian forces (eV/Å) of the 6 atoms listed first:
0.1721 0.1405 0.1077
0.3564 0.2876 0.2182
-0.0034 -0.1665 -0.1574
-0.6442 0.0056 0.1262
0.4175 -0.0278 0.0119
0.2413 -0.2697 -0.2740

***

(4)
Here is the ion C23H23FNO4 with charge +1 from the OMol25 dataset. Energies are from wB97M-V/def2-TZVPD.

Properties
Total charge   +1
Multiplicity   1
Orbital gap   0.2914 Eh
SMILES   COc1cc(C[NH2+]Cc2ccc(C(=O)O)cc2)ccc1OCc1ccc(F)cc1
Lowest unoccupied orbital energy   -3.16 eV

Element x y z (Å)
C1 -1.563335 -2.656648 -0.149640
O1 -0.898701 -2.274388 1.044237
C2 0.251164 -1.575345 1.043930
C3 0.786462 -1.380385 2.311135
C4 1.932956 -0.625156 2.526920
C5 2.337008 -0.306875 3.937485
N1 1.205271 0.380248 4.642985
C6 0.883038 1.756283 4.152763
C7 0.138706 1.712315 2.842558
C8 0.663828 2.315537 1.708146
C9 0.004310 2.219349 0.497100
C10 -1.180176 1.497443 0.407173
C11 -1.846285 1.260609 -0.903210
O2 -2.663156 0.396228 -1.087298
O3 -1.421514 2.083890 -1.860965
C12 -1.734456 0.931244 1.551604
C13 -1.085437 1.052706 2.763529
C14 2.624782 -0.137333 1.435147
C15 2.130938 -0.348378 0.158533
C16 0.926068 -1.004993 -0.064521
O4 0.340470 -1.105765 -1.279414
C17 0.921870 -0.456595 -2.399147
C18 -0.065642 -0.500889 -3.536953
C19 -0.264375 0.620392 -4.333357
C20 -1.170202 0.590190 -5.379145
C21 -1.880173 -0.574804 -5.611510
F1 -2.767999 -0.605919 -6.617463
C22 -1.699802 -1.704400 -4.832795
C23 -0.783845 -1.660772 -3.798692
H1 -2.387147 -3.286224 0.183512
H2 -1.958380 -1.792442 -0.685237
H3 -0.906028 -3.234619 -0.799508
H4 0.249445 -1.843194 3.127402
H5 2.563325 -1.219797 4.494966
H6 3.212250 0.343495 3.955357
H7 0.369336 -0.201962 4.481989
H8 1.403292 0.414127 5.647847
H9 1.813708 2.315646 4.047001
H10 0.266008 2.244520 4.912418
H11 1.595541 2.856778 1.767165
H12 0.412040 2.688272 -0.383813
H13 -1.866308 1.887735 -2.702699
H14 -2.666385 0.394088 1.471164
H15 -1.539819 0.626676 3.647803
H16 3.543148 0.412582 1.564558
H17 2.691848 0.036973 -0.676097
H18 1.157002 0.587015 -2.155148
H19 1.851075 -0.971424 -2.685430
H20 0.298083 1.523142 -4.143939
H21 -1.329216 1.450117 -6.010241
H22 -2.266885 -2.596513 -5.043432
H23 -0.627706 -2.532779 -3.184774

Cartesian forces (eV/Å) of the 6 atoms listed first:
-0.4313 -0.2069 -0.4875
0.2511 0.2926 0.2469
0.1356 -0.0339 0.1994
0.2662 -0.0193 -0.3394
0.0548 -0.1723 -0.1356
0.4764 -0.4440 -0.5450

***

(5)
Here is a cluster of 2 separate species, C23H23N2O3S2 in total in a non-equilibrium geometry from the OMol25 dataset. Energies are from wB97M-V/def2-TZVPD.

Properties
Total charge   -1
Multiplicity   1
Orbital gap   0.1644 Eh
Lowest unoccupied orbital energy   1.37 eV

Element x y z (Å)
C1 -6.970193 -2.314701 -1.582190
N1 -5.547640 -2.203004 -1.370748
C2 -4.878661 -3.474685 -1.461021
C3 -3.430350 -3.319898 -1.026558
N2 -2.812346 -2.243658 -1.794910
C4 -1.404545 -2.220051 -1.826001
S1 -0.587472 -3.660277 -1.537702
S2 -0.597492 -0.768254 -2.101148
C5 -3.508790 -0.966649 -1.706679
C6 -4.940483 -1.173714 -2.175580
H1 -7.424934 -1.331409 -1.424954
H2 -7.221394 -2.665839 -2.599282
H3 -7.372248 -3.026962 -0.853758
H4 -5.408525 -4.175034 -0.796925
H5 -4.892541 -3.881036 -2.496363
H6 -3.420112 -3.108578 0.060930
H7 -2.921760 -4.277141 -1.228640
H8 -3.538032 -0.588396 -0.666794
H9 -3.036053 -0.225040 -2.368187
H10 -4.923001 -1.443937 -3.253633
H11 -5.530037 -0.254156 -2.043667
C7 -2.042439 1.039986 3.968740
O1 -0.962188 0.134442 4.296263
C8 0.065936 0.033793 3.414641
C9 0.089248 0.735019 2.185253
C10 1.171549 0.608813 1.341375
C11 2.291442 -0.179411 1.690525
C12 3.466127 -0.232421 0.860542
C13 4.035892 0.839978 0.254022
C14 5.221813 0.726454 -0.653780
O2 5.775009 -0.294354 -1.032615
C15 5.598315 2.135104 -0.983870
C16 4.760302 3.030407 -0.303667
C17 4.910224 4.406306 -0.435319
C18 5.907729 4.889278 -1.289607
C19 6.748159 3.990504 -1.984527
C20 6.604238 2.605885 -1.823691
C21 3.754018 2.290329 0.511247
O3 2.908182 2.813237 1.231294
C22 2.226189 -0.931051 2.894668
C23 1.154604 -0.812787 3.751647
H12 -2.698584 0.963470 4.833074
H13 -1.678995 2.070830 3.849145
H14 -2.567161 0.722435 3.056082
H15 -0.736833 1.386777 1.900028
H16 1.167034 1.144594 0.393558
H17 3.963137 -1.196969 0.761365
H18 4.247400 5.068227 0.121001
H19 6.036438 5.965585 -1.421390
H20 7.516372 4.383932 -2.653908
H21 7.246448 1.891547 -2.337665
H22 3.076005 -1.565062 3.158793
H23 1.111005 -1.342441 4.700608

Cartesian forces (eV/Å) of the 6 atoms listed first:
0.1600 0.0153 0.0566
-0.9201 0.0938 0.2984
0.2225 0.0415 -0.0388
-0.6358 -0.4462 -0.2720
0.8198 0.1871 0.4091
-0.3624 -0.1426 0.2028

***

Looking at ΔE to the lowest compared entry with this formula, charge and spin for the records above, in order, we have 206.9, 4.0, 0.0, 5.3, 0.0 kJ/mol.